[1]
Entry from the OMol25 dataset: a cluster of 6 separate species, C53H63F3N8O16S in total in a non-equilibrium geometry (ωB97M-V/def2-TZVPD).

Structure (ORCA input):
```
! wB97M-V def2-TZVPD RIJCOSX def2/J DEFGRID3
* xyz 0 1
C 3.845 3.145 4.650
C 2.606 3.700 4.325
C 1.297 2.959 3.953
C 1.296 1.407 4.134
C 0.025 0.863 4.923
O -1.168 1.549 4.591
C -2.115 1.566 5.662
C -3.548 1.730 4.993
O -3.421 2.345 3.689
C -4.086 3.615 3.675
C -4.145 4.225 2.223
O -5.463 4.704 1.901
C -5.875 4.236 0.604
C -6.597 2.849 0.831
C 1.526 0.509 2.886
N 1.015 1.027 1.558
S -0.737 0.618 1.595
C 1.591 0.066 0.551
C 0.918 -0.026 -0.856
C 0.347 -1.447 -1.206
F 1.311 -2.285 -1.685
F -0.400 -2.006 -0.217
F -0.523 -1.241 -2.262
C 1.281 2.467 1.335
C 2.853 2.677 1.240
C 3.297 4.167 1.004
C 4.466 4.296 -0.063
C 4.730 5.827 -0.273
N 5.786 6.365 0.636
C 0.724 3.051 -0.017
O -0.398 3.542 -0.179
O 1.496 2.934 -1.047
C 0.805 3.404 2.498
O -0.657 3.545 2.614
C -0.946 4.798 2.911
N -1.083 5.829 3.386
H 4.518 2.680 3.883
H 4.215 3.184 5.697
H 2.554 4.823 4.287
H 0.515 3.359 4.654
H 2.137 1.172 4.844
H 0.246 1.102 6.006
H -0.072 -0.250 4.873
H -2.064 0.671 6.327
H -1.949 2.521 6.238
H -4.012 0.718 4.799
H -4.247 2.331 5.621
H -3.480 4.341 4.286
H -5.141 3.537 4.038
H -3.463 5.109 2.125
H -3.777 3.452 1.501
H -5.010 4.127 -0.098
H -6.587 4.969 0.147
H -7.277 2.572 -0.004
H -5.807 2.074 1.014
H -7.166 2.953 1.791
H 2.625 0.338 2.737
H 1.108 -0.502 3.124
H -1.399 1.654 0.981
H 1.426 -0.951 1.003
H 2.692 0.109 0.419
H 1.721 0.142 -1.620
H 0.117 0.701 -1.092
H 3.286 2.123 0.370
H 3.396 2.300 2.139
H 2.476 4.884 0.781
H 3.759 4.522 1.969
H 4.242 3.735 -0.996
H 5.374 3.899 0.469
H 5.080 6.024 -1.314
H 3.802 6.437 -0.096
H 5.843 7.364 0.408
H 5.442 6.355 1.599
H 1.152 4.459 2.381
O 5.171 -4.574 -5.180
N 4.392 -4.633 -6.115
O 4.670 -5.078 -7.216
C 3.030 -4.133 -5.903
C 2.689 -3.586 -4.674
C 1.407 -3.092 -4.483
C 0.478 -3.151 -5.516
C 0.827 -3.710 -6.740
C 2.108 -4.203 -6.938
H 3.405 -3.536 -3.864
H 1.132 -2.657 -3.529
H -0.521 -2.759 -5.366
H 0.100 -3.756 -7.541
H 2.372 -4.633 -7.895
O 2.792 6.904 -3.725
N 3.848 6.694 -4.292
O 4.641 7.559 -4.621
C 4.190 5.301 -4.605
C 3.298 4.289 -4.280
C 3.615 2.977 -4.598
C 4.816 2.686 -5.232
C 5.708 3.705 -5.545
C 5.396 5.020 -5.232
H 2.358 4.504 -3.786
H 2.923 2.180 -4.354
H 5.059 1.660 -5.485
H 6.645 3.474 -6.036
H 6.094 5.808 -5.481
O -4.560 -8.360 0.957
N -4.746 -7.530 0.085
O -5.707 -7.518 -0.663
C -3.741 -6.474 -0.078
C -2.614 -6.474 0.731
C -1.654 -5.488 0.559
C -1.827 -4.509 -0.413
C -2.965 -4.512 -1.211
C -3.928 -5.498 -1.046
H -2.471 -7.232 1.491
H -0.767 -5.482 1.181
H -1.073 -3.741 -0.550
H -3.099 -3.747 -1.966
H -4.808 -5.494 -1.674
O 3.167 -12.454 -8.738
N 3.669 -12.220 -7.654
O 3.983 -13.071 -6.841
C 3.907 -10.816 -7.300
C 3.529 -9.817 -8.185
C 3.734 -8.489 -7.838
C 4.317 -8.172 -6.618
C 4.702 -9.180 -5.743
C 4.497 -10.510 -6.082
H 3.074 -10.055 -9.138
H 3.437 -7.700 -8.517
H 4.471 -7.138 -6.348
H 5.159 -8.929 -4.794
H 4.797 -11.289 -5.394
O -5.028 0.476 7.837
N -5.793 0.374 6.893
O -5.494 -0.112 5.817
C -7.160 0.874 7.062
C -7.526 1.468 8.261
C -8.814 1.962 8.408
C -9.723 1.855 7.363
C -9.350 1.250 6.170
C -8.063 0.756 6.014
H -6.825 1.555 9.080
H -9.109 2.433 9.338
H -10.727 2.247 7.479
H -10.063 1.166 5.358
H -7.780 0.289 5.080
*
```

## Properties
- Relative energy (zero: lowest compared OMol25 entry of this formula, charge and spin): 3.2914 eV
- Strongest force on any atom: 0.097 hartree/bohr
- Kohn-Sham gap: 7.59 eV
- SMILES: C=C[C@@H]1[C@@H](COCCOCCOCC)C[N@+](S)(CCC(F)(F)F)[C@@](CCCCN)(C(=O)[O-])[C@H]1OC#N.O=[N+]([O-])c1ccccc1.O=[N+]([O-])c1ccccc1.O=[N+]([O-])c1ccccc1.O=[N+]([O-])c1ccccc1.O=[N+]([O-])c1ccccc1

[2]
Entry from the OMol25 dataset: the molecule CH4FNO2P2 in a non-equilibrium geometry (ωB97M-V/def2-TZVPD).

Structure (ORCA input):
```
! wB97M-V def2-TZVPD RIJCOSX def2/J DEFGRID3
* xyz 0 1
C 1.391 -0.707 -0.556
P 0.143 0.536 -0.051
N 0.235 1.076 1.400
F 0.445 1.817 -1.084
O -1.268 0.077 -0.764
P -2.743 -0.428 -0.292
O -2.573 -0.870 1.098
H 1.630 -0.626 -1.553
H 2.272 -0.215 0.083
H 1.072 -1.726 -0.249
H -0.604 1.066 1.967
*
```

## Properties
- Relative energy (zero: lowest compared OMol25 entry of this formula, charge and spin): 0.9571 eV
- Strongest force on any atom: 0.085 hartree/bohr
- Kohn-Sham gap: 9.06 eV
- SMILES: C[P@@](=N)(F)OP=O

[3]
Entry from the OMol25 dataset: a cluster of 2 separate species, C3H7NO2 in total in a non-equilibrium geometry (ωB97M-V/def2-TZVPD).

Structure (ORCA input):
```
! wB97M-V def2-TZVPD RIJCOSX def2/J DEFGRID3
* xyz 0 1
C 1.125 -1.216 0.590
C 0.748 -0.128 -0.385
C -0.810 -0.053 -0.191
H 0.687 -2.110 0.087
H 0.762 -1.100 1.566
H 2.257 -1.226 0.605
H 1.067 -0.352 -1.413
H 2.096 1.234 -1.382
H -0.727 2.041 0.198
H -2.228 1.162 0.747
N -1.203 1.059 0.501
O 1.309 1.157 -0.068
O -1.543 -0.993 -0.433
*
```

## Properties
- Relative energy (zero: lowest compared OMol25 entry of this formula, charge and spin): 4.3239 eV
- Strongest force on any atom: 0.123 hartree/bohr
- Kohn-Sham gap: 8.25 eV

[4]
Entry from the OMol25 dataset: a structure of composition C20H16BCl5FeIN9O2 in a non-equilibrium geometry (ωB97M-V/def2-TZVPD).

Structure (ORCA input):
```
! wB97M-V def2-TZVPD RIJCOSX def2/J DEFGRID3
* xyz 1 6
Fe 0.669 -0.559 -0.586
C -1.581 -0.617 3.351
C -1.104 -1.261 2.211
N -0.520 -0.382 1.406
N -0.604 0.819 1.986
C -1.245 0.708 3.162
B -0.023 2.105 1.363
N -0.580 2.265 -0.064
C -0.953 3.409 -0.656
C -1.445 3.108 -1.909
C -1.327 1.725 -2.003
N -0.797 1.234 -0.888
N 1.505 1.951 1.241
C 2.522 2.704 1.689
C 3.708 2.107 1.320
C 3.323 0.974 0.612
N 1.998 0.897 0.566
N -0.535 3.272 2.185
C -0.043 4.062 3.166
C -1.059 4.874 3.616
C -2.176 4.493 2.859
N -1.840 3.536 2.028
H -2.101 -1.052 4.179
H -1.152 -2.299 1.954
H -1.414 1.555 3.796
H -0.850 4.349 -0.155
H -1.845 3.784 -2.633
H -1.619 1.075 -2.804
H 2.369 3.625 2.206
H 4.699 2.440 1.542
H 3.944 0.229 0.153
H 0.967 3.998 3.512
H -1.008 5.626 4.374
H -3.181 4.858 2.904
Cl -2.827 -7.073 -1.490
C -1.803 -5.776 -1.074
C -1.988 -4.519 -1.674
Cl -3.223 -4.290 -2.833
C -1.159 -3.473 -1.322
Cl -1.372 -1.878 -1.939
C -0.077 -3.624 -0.403
O 0.708 -2.662 -0.163
C 0.066 -4.911 0.204
Cl 1.291 -5.096 1.377
C -0.787 -5.958 -0.123
Cl -0.596 -7.483 0.626
N 0.829 -0.823 -5.075
C 1.349 -0.971 -3.855
O 1.043 -0.253 -2.912
C 2.327 -2.122 -3.740
I 3.402 -2.033 -1.883
H 0.159 -0.088 -5.245
H 1.108 -1.391 -5.857
H 3.058 -2.119 -4.547
H 1.787 -3.068 -3.757
*
```

## Properties
- Relative energy (zero: lowest compared OMol25 entry of this formula, charge and spin): 1.3399 eV
- Strongest force on any atom: 0.038 hartree/bohr
- Kohn-Sham gap (alpha / beta): 8.16 / 4.70 eV

[5]
Entry from the OMol25 dataset: a structure of composition C8H24CdN2O4 in a non-equilibrium geometry (ωB97M-V/def2-TZVPD).

Structure (ORCA input):
```
! wB97M-V def2-TZVPD RIJCOSX def2/J DEFGRID3
* xyz 0 1
Cd 0.034 0.905 1.307
O -0.615 4.085 1.393
H -0.333 4.801 0.791
O 2.099 1.239 3.786
H 2.511 0.675 4.469
C -2.356 -3.525 3.401
C -1.219 -2.629 2.856
C -0.600 -3.116 1.606
O 0.533 -2.325 1.224
C 1.265 -2.762 0.066
N -1.745 -1.290 2.675
H -3.336 -3.178 3.073
H -2.454 -3.499 4.487
H -2.221 -4.520 2.977
H -0.459 -2.450 3.616
H -1.266 -3.060 0.745
H -0.297 -4.164 1.592
H 1.852 -3.660 0.260
H 2.012 -2.009 -0.182
H 0.621 -3.044 -0.768
H -2.003 -1.010 3.611
H -2.657 -1.393 2.253
C -0.992 2.196 -4.121
C -0.031 1.622 -3.107
C 1.143 2.564 -2.720
O 1.719 2.037 -1.551
C 3.109 2.477 -1.321
N -0.830 1.124 -1.923
H -1.637 2.917 -3.618
H -1.659 1.398 -4.449
H -0.520 2.624 -5.006
H 0.385 0.703 -3.520
H 0.683 3.520 -2.471
H 1.894 2.662 -3.504
H 3.473 2.341 -0.302
H 3.031 3.561 -1.397
H 3.772 2.088 -2.094
H -1.598 1.774 -1.838
H -1.310 0.319 -2.299
*
```

## Properties
- Relative energy (zero: lowest compared OMol25 entry of this formula, charge and spin): 6.8190 eV
- Strongest force on any atom: 0.052 hartree/bohr
- Kohn-Sham gap: 4.68 eV

[6]
Entry from the OMol25 dataset: a cluster of 5 separate species, C3H16O5 in total in a non-equilibrium geometry (ωB97M-V/def2-TZVPD).

Structure (ORCA input):
```
! wB97M-V def2-TZVPD RIJCOSX def2/J DEFGRID3
* xyz 0 1
C -2.071 0.627 -1.947
C -1.606 1.193 -0.592
C -1.395 2.713 -0.566
O -0.279 0.644 -0.395
H -1.623 -0.383 -1.999
H -1.563 1.116 -2.772
H -3.134 0.404 -2.099
H -2.246 0.875 0.225
H -2.298 3.310 -0.673
H -0.682 2.993 -1.329
H -0.903 2.859 0.403
H 0.005 0.278 -1.231
O -0.248 -3.002 -1.495
H -0.674 -3.610 -0.880
H 0.675 -3.317 -1.422
O 3.055 -2.706 0.820
H 3.690 -2.026 0.560
H 2.753 -2.727 1.729
O 2.291 -0.989 3.124
H 2.452 -0.200 2.601
H 1.444 -0.714 3.458
O 0.947 0.896 1.870
H 1.122 1.472 1.135
H 0.289 0.290 1.473
*
```

## Properties
- Relative energy (zero: lowest compared OMol25 entry of this formula, charge and spin): 0.9532 eV
- Strongest force on any atom: 0.034 hartree/bohr
- Kohn-Sham gap: 11.40 eV
- SMILES: CC(C)O.O.O.O.O

[7]
Entry from the OMol25 dataset: a cluster of 2 separate species, C3H8I3NSi in total in a non-equilibrium geometry (ωB97M-V/def2-TZVPD).

Structure (ORCA input):
```
! wB97M-V def2-TZVPD RIJCOSX def2/J DEFGRID3
* xyz 0 1
N -1.344 -1.193 0.315
Si -2.156 -0.358 1.448
I -1.066 -0.249 3.697
I -2.499 1.941 0.642
I -4.339 -1.417 1.808
H -1.618 -2.167 0.220
H -0.451 -0.969 -0.059
C 1.964 -0.602 -1.538
C 1.012 0.252 -1.156
C 1.296 1.398 -0.234
H 2.937 -0.310 -1.212
H 1.844 -1.558 -2.148
H 0.093 0.172 -1.548
H 1.579 2.213 -0.981
H 2.181 1.168 0.330
H 0.567 1.679 0.417
*
```

## Properties
- Relative energy (zero: lowest compared OMol25 entry of this formula, charge and spin): 0.3467 eV
- Strongest force on any atom: 0.089 hartree/bohr
- Kohn-Sham gap: 9.20 eV
- SMILES: N[Si](I)(I)I.C=CC

[8]
Entry from the OMol25 dataset: a structure of composition C5H7NO in a non-equilibrium geometry (ωB97M-V/def2-TZVPD).

Structure (ORCA input):
```
! wB97M-V def2-TZVPD RIJCOSX def2/J DEFGRID3
* xyz 0 1
C 1.573 0.634 0.804
C 0.188 0.258 0.374
N -0.799 -0.074 1.433
C -0.600 -1.060 0.428
C -1.318 -0.745 -0.858
C -0.410 0.263 -0.973
O 0.064 0.781 -2.109
H 2.278 0.581 -0.031
H 1.909 -0.024 1.610
H 1.585 1.660 1.195
H -1.697 0.379 1.267
H -0.039 -1.974 0.595
H -2.382 -0.782 -1.056
H -0.352 0.105 -2.679
*
```

## Properties
- Relative energy (zero: lowest compared OMol25 entry of this formula, charge and spin): 4.1178 eV
- Strongest force on any atom: 0.022 hartree/bohr
- Kohn-Sham gap: 8.78 eV

[9]
Entry from the OMol25 dataset: a structure of composition C21H56ClFNbO10 in a non-equilibrium geometry (ωB97M-V/def2-TZVPD).

Structure (ORCA input):
```
! wB97M-V def2-TZVPD RIJCOSX def2/J DEFGRID3
* xyz -1 1
C -1.041 3.924 1.779
C -1.690 2.770 1.017
C -0.666 2.024 0.174
Nb 0.792 0.744 1.422
Cl -0.028 -1.419 0.559
C 2.451 0.739 -0.130
C 1.941 0.863 -1.557
F 2.047 2.182 -2.000
O -2.743 3.393 0.245
C -3.387 2.550 -0.682
C -3.822 1.213 -0.152
C -3.614 0.067 -0.920
C -3.987 -1.192 -0.464
C -4.578 -1.307 0.782
C -4.816 -0.177 1.559
C -4.437 1.072 1.083
H -0.247 4.356 1.180
H -0.684 3.614 2.748
H -1.800 4.692 1.909
H -2.101 2.105 1.772
H -1.132 1.265 -0.455
H -0.128 2.730 -0.460
H 2.003 -0.151 2.488
H -0.363 0.552 2.857
H 1.426 2.272 2.093
H 3.137 1.553 0.094
H 2.992 -0.200 -0.044
H 0.922 0.503 -1.683
H 2.577 0.268 -2.209
H -2.788 2.433 -1.585
H -4.288 3.077 -0.983
H -3.139 0.165 -1.884
H -3.777 -2.049 -1.081
H -4.847 -2.279 1.169
H -5.269 -0.272 2.530
H -4.595 1.952 1.689
C 3.938 -2.769 -3.777
O 4.174 -1.377 -3.606
H 4.607 -3.306 -3.111
H 2.905 -3.012 -3.512
H 4.135 -3.078 -4.808
H 3.574 -0.906 -4.191
C 5.788 -5.296 -5.764
O 6.406 -4.109 -6.261
H 4.712 -5.160 -5.818
H 6.063 -6.161 -6.370
H 6.072 -5.471 -4.723
H 7.357 -4.229 -6.211
C -2.188 4.096 5.829
O -2.640 3.828 4.508
H -1.118 4.289 5.771
H -2.689 4.971 6.239
H -2.355 3.236 6.487
H -3.584 3.657 4.549
C 5.432 -3.851 -0.226
O 4.519 -4.918 -0.450
H 6.054 -3.746 -1.113
H 4.890 -2.916 -0.062
H 6.075 -4.052 0.636
H 3.968 -4.997 0.338
C 2.065 -7.253 0.813
O 2.605 -6.156 1.543
H 2.900 -7.861 0.475
H 1.412 -7.860 1.445
H 1.505 -6.906 -0.059
H 1.871 -5.610 1.841
C 3.135 -6.081 -8.287
O 4.237 -6.982 -8.228
H 2.372 -6.456 -7.610
H 3.429 -5.077 -7.968
H 2.719 -6.031 -9.296
H 4.914 -6.649 -8.823
C -4.911 7.673 5.309
O -3.720 6.908 5.436
H -5.675 7.190 5.913
H -4.769 8.695 5.673
H -5.251 7.705 4.270
H -3.040 7.324 4.899
C -7.848 3.713 -1.459
O -6.509 3.508 -1.887
H -8.287 2.734 -1.284
H -7.883 4.287 -0.529
H -8.435 4.232 -2.224
H -6.115 4.370 -2.043
C 2.389 2.039 6.068
O 1.911 1.818 4.754
H 3.462 2.208 6.002
H 1.925 2.922 6.524
H 2.211 1.170 6.712
H 0.962 1.669 4.809
*
```

## Properties
- Strongest force on any atom: 0.063 hartree/bohr
- Kohn-Sham gap: 6.61 eV

[10]
Entry from the OMol25 dataset: the molecule C5H7NO in a non-equilibrium geometry (ωB97M-V/def2-TZVPD).

Structure (ORCA input):
```
! wB97M-V def2-TZVPD RIJCOSX def2/J DEFGRID3
* xyz 0 1
C 1.405 1.578 0.131
C 0.121 0.851 0.026
C -0.462 0.555 -1.142
O -1.219 -0.559 -1.024
C -0.917 -1.036 0.344
N -1.169 -2.382 0.310
C -0.389 -0.027 1.065
H 1.355 2.421 0.814
H 1.702 1.900 -0.871
H 2.177 0.880 0.485
H -0.324 1.058 -2.090
H -1.459 -2.458 -0.656
H -0.412 -3.031 0.500
H -0.400 0.236 2.121
*
```

## Properties
- Relative energy (zero: lowest compared OMol25 entry of this formula, charge and spin): 2.2272 eV
- Strongest force on any atom: 0.041 hartree/bohr
- Kohn-Sham gap: 8.61 eV
- SMILES: Cc1coc(N)c1

Which value of strongest force on any atom does entry 10 give?
0.041 hartree/bohr